Model w:
Formula: C6H16O2
Source: the Open Molecules 2025 dataset
Level of theory: ωB97M-V/def2-TZVPD

Summary:
- orbital gap (alpha / beta) (eV) = 11.1 / 6.3
- LUMO level (alpha / beta) (eV) = -3.98 / -8.71

Geometry as ORCA input:
```
! RIJCOSX wB97M-V def2-TZVPD def2/J DEFGRID3
* xyz 1 2
C 2.784 -1.473 -0.401
C 1.287 -1.706 -0.023
C 0.766 -0.704 0.927
C 0.656 0.581 0.061
C -0.348 1.154 -0.530
C -0.425 2.343 -1.295
H 2.934 -0.428 -0.362
H 3.026 -1.967 -1.344
H 3.552 -1.821 0.225
H 1.119 -2.761 0.363
H 0.596 -1.825 -0.935
H 1.259 -0.467 1.881
H -0.256 -1.141 1.222
H 1.692 1.044 -0.056
H -1.454 0.809 -0.187
H 0.417 2.521 -1.873
H -0.925 3.194 -0.743
H -1.266 2.323 -2.065
H -1.632 -0.281 2.590
H -1.312 0.518 1.444
O -1.868 0.555 2.224
H -3.650 -0.118 0.383
H -3.724 0.091 -1.071
O -3.228 -0.443 -0.436
*
```



Model x:
Formula: C6H16O2
Source: the Open Molecules 2025 dataset
Level of theory: ωB97M-V/def2-TZVPD

Summary:
- orbital gap (alpha / beta) (eV) = 10.9 / 7.3
- LUMO level (alpha / beta) (eV) = -4.02 / -7.65

Geometry as ORCA input:
```
! RIJCOSX wB97M-V def2-TZVPD def2/J DEFGRID3
* xyz 1 2
C 2.165 0.585 -0.099
C 1.762 -0.473 -1.116
C 0.218 -0.813 -1.136
C -0.493 0.172 -0.344
C -1.064 1.335 -0.883
C -1.493 2.452 -0.063
H 1.859 1.577 -0.426
H 3.242 0.644 0.105
H 1.738 0.421 0.882
H 2.315 -1.376 -0.919
H 2.022 -0.148 -2.122
H 0.071 -1.808 -0.716
H -0.128 -0.868 -2.170
H -0.559 -0.096 0.709
H -1.077 1.438 -1.963
H -1.370 2.225 0.995
H -2.594 2.497 -0.206
H -1.016 3.375 -0.368
H -0.222 -1.491 2.934
H 1.240 -1.627 2.543
O 0.521 -0.984 2.589
H -2.588 -2.830 1.186
H -2.320 -2.167 -0.186
O -2.229 -2.039 0.772
*
```



Relative to the most stable one, in eV, the structures come out at model w 2.180; model x 0.000.



Model w:
Formula: C4H5FN2
Source: the Open Molecules 2025 dataset
Level of theory: ωB97M-V/def2-TZVPD

Summary:
- orbital gap (eV) = 9.6
- LUMO level (eV) = -0.14
- SMILES string = C=C/C=N\C=N\F

Geometry as ORCA input:
```
! RIJCOSX wB97M-V def2-TZVPD def2/J DEFGRID3
* xyz 0 1
C -1.319 -0.418 0.166
C -1.116 0.995 -0.067
C 1.192 1.034 0.066
C -0.606 -1.404 -0.374
N -0.001 1.619 -0.154
N 1.444 -0.205 -0.211
F 2.788 -0.596 0.156
H -1.689 -0.744 1.207
H -1.760 1.838 0.046
H 2.017 1.668 0.354
H -0.630 -2.320 0.198
H -0.319 -1.469 -1.388
*
```



Model x:
Formula: C4H5FN2
Source: the Open Molecules 2025 dataset
Level of theory: ωB97M-V/def2-TZVPD

Summary:
- orbital gap (eV) = 10.0
- LUMO level (eV) = -0.70

Geometry as ORCA input:
```
! RIJCOSX wB97M-V def2-TZVPD def2/J DEFGRID3
* xyz 0 1
C 1.089 0.664 -0.320
C 1.095 -0.399 0.708
C 0.044 -0.525 -0.449
C -1.178 0.009 -0.117
N -2.157 0.814 -0.696
N -1.712 1.124 0.446
F -2.248 -1.408 0.677
H 0.670 1.617 -0.073
H 1.747 0.649 -1.158
H 1.909 -0.996 0.586
H 0.566 -0.175 1.524
H 0.176 -1.374 -1.128
*
```



Relative to the most stable one, in eV, the structures come out at model w 0.000; model x 0.623.



Model w:
Formula: C4H11O
Source: the Open Molecules 2025 dataset
Level of theory: ωB97M-V/def2-TZVPD

Summary:
- orbital gap (eV) = 6.2
- LUMO level (eV) = 4.15

Geometry as ORCA input:
```
! RIJCOSX wB97M-V def2-TZVPD def2/J DEFGRID3
* xyz -1 1
C 3.097 -0.585 -0.797
O 1.904 -0.415 -0.236
H 3.970 0.072 -0.558
H 3.113 -0.537 -1.940
H 3.515 -1.635 -0.706
C -0.897 1.442 0.435
C -2.017 0.442 0.210
C -1.549 -0.982 0.525
H -0.079 1.190 -0.240
H -1.174 2.477 0.194
H -0.519 1.421 1.455
H -2.951 0.719 0.707
H -2.244 0.435 -0.857
H -2.033 -1.757 -0.069
H -1.662 -1.257 1.577
H -0.474 -1.031 0.299
*
```



Model x:
Formula: C4H11O
Source: the Open Molecules 2025 dataset
Level of theory: ωB97M-V/def2-TZVPD

Summary:
- orbital gap (eV) = 5.3
- LUMO level (eV) = 3.52

Geometry as ORCA input:
```
! RIJCOSX wB97M-V def2-TZVPD def2/J DEFGRID3
* xyz -1 1
C 3.175 -0.129 -0.682
O 3.512 -0.967 -1.660
H 2.499 -0.575 0.125
H 2.619 0.814 -0.948
H 4.039 0.222 -0.045
C -2.422 -0.299 -0.571
C -1.075 -0.283 0.149
C -0.805 0.725 1.280
H -3.263 -0.251 0.117
H -2.508 0.501 -1.298
H -2.500 -1.243 -1.113
H -0.894 -1.261 0.603
H -0.274 -0.161 -0.589
H 0.015 0.321 1.868
H -1.674 0.911 1.906
H -0.444 1.674 0.857
*
```



Relative to the most stable one, in eV, the structures come out at model w 0.000; model x 0.196.



Model w:
Formula: C3H9NO
Source: the Open Molecules 2025 dataset
Level of theory: ωB97M-V/def2-TZVPD

Summary:
- orbital gap (alpha / beta) (eV) = 4.9 / 3.3
- LUMO level (alpha / beta) (eV) = -7.69 / -9.33

Geometry as ORCA input:
```
! RIJCOSX wB97M-V def2-TZVPD def2/J DEFGRID3
* xyz 1 2
C -3.126 0.050 -1.088
C -1.937 0.222 -1.726
H -3.445 -0.880 -0.609
H -3.741 0.923 -0.861
H -1.524 -0.105 -2.689
H -1.272 1.069 -1.486
N 1.636 -0.754 0.332
C 2.059 0.332 1.200
O 2.667 -0.171 2.372
H 0.767 -1.078 0.759
H 1.300 -0.525 -0.590
H 2.760 1.035 0.723
H 1.225 0.992 1.461
H 2.630 -1.111 2.203
*
```



Model x:
Formula: C3H9NO
Source: the Open Molecules 2025 dataset
Level of theory: ωB97M-V/def2-TZVPD

Summary:
- orbital gap (alpha / beta) (eV) = 13.4 / 8.0
- LUMO level (alpha / beta) (eV) = -3.20 / -8.38

Geometry as ORCA input:
```
! RIJCOSX wB97M-V def2-TZVPD def2/J DEFGRID3
* xyz 1 2
C 0.651 0.300 -0.322
N -0.369 -0.537 0.500
C -1.683 -0.707 -0.056
O -2.256 0.620 -0.348
C 1.995 0.263 0.404
H 0.361 1.381 -0.322
H 0.735 -0.194 -1.346
H -0.335 -0.534 1.518
H -2.510 -1.143 0.597
H -1.434 -1.208 -1.071
H -2.143 0.883 -1.284
H 2.349 1.311 0.127
H 2.646 -0.605 0.087
H 1.992 0.172 1.516
*
```



Relative to the most stable one, in eV, the structures come out at model w 2.444; model x 0.000.



Model w:
Formula: C9H11NOS
Source: the Open Molecules 2025 dataset
Level of theory: ωB97M-V/def2-TZVPD

Summary:
- orbital gap (eV) = 8.6
- LUMO level (eV) = 0.29
- SMILES string = [H]/N=C/c1ccccc1[C@@H](C)SO

Geometry as ORCA input:
```
! RIJCOSX wB97M-V def2-TZVPD def2/J DEFGRID3
* xyz 0 1
C 0.623 0.750 2.763
C 1.409 1.511 1.886
C 0.012 -0.456 2.432
C 1.106 1.225 0.530
C -0.340 -0.673 1.092
C 0.288 0.197 0.171
C -1.073 -1.957 0.999
C -0.066 0.084 -1.347
C -1.142 1.151 -1.787
N -1.114 -2.576 -0.110
O 0.924 -0.062 -3.819
S 1.425 0.361 -2.342
H 0.634 1.001 3.827
H 2.137 2.262 2.081
H -0.403 -1.089 3.199
H 1.863 1.794 -0.105
H -1.431 -2.232 1.945
H -0.401 -0.953 -1.582
H -0.921 2.065 -1.175
H -2.160 0.710 -1.761
H -0.876 1.354 -2.856
H -1.566 -3.531 0.039
H 1.071 -0.938 -4.077
*
```



Model x:
Formula: C9H11NOS
Source: the Open Molecules 2025 dataset
Level of theory: ωB97M-V/def2-TZVPD

Summary:
- orbital gap (eV) = 8.2
- LUMO level (eV) = 0.64

Geometry as ORCA input:
```
! RIJCOSX wB97M-V def2-TZVPD def2/J DEFGRID3
* xyz 0 1
C -3.276 -1.253 0.031
C -2.429 -1.157 1.112
C -2.770 -1.116 -1.249
C -1.122 -0.827 1.023
C -1.333 -0.831 -1.420
C -0.637 -0.638 -0.282
C 1.164 -0.398 -0.182
C 0.735 2.013 0.018
C 2.950 1.197 0.295
N 1.594 0.895 -0.003
O 3.425 -1.645 -0.252
S 1.969 -1.857 -0.058
H -4.385 -1.541 0.286
H -2.929 -1.482 2.105
H -3.476 -1.026 -2.144
H -0.371 -0.841 1.833
H -1.094 -0.384 -2.369
H 0.461 2.405 -1.013
H -0.005 1.814 0.895
H 1.453 2.775 0.372
H 3.452 1.956 -0.380
H 3.090 1.653 1.232
H 3.533 0.288 0.150
*
```



Relative to the most stable one, in eV, the structures come out at model w 0.000; model x 1.523.



Model w:
Formula: C4H13N2O2
Source: the Open Molecules 2025 dataset
Level of theory: ωB97M-V/def2-TZVPD

Summary:
- orbital gap (alpha / beta) (eV) = 2.3 / 6.5
- LUMO level (alpha / beta) (eV) = 6.58 / 6.50

Geometry as ORCA input:
```
! RIJCOSX wB97M-V def2-TZVPD def2/J DEFGRID3
* xyz -2 2
C 0.271 1.266 1.060
C 0.846 -0.127 1.513
C 0.458 -1.264 0.481
O -0.847 -1.554 0.468
N -0.672 1.274 0.023
C -0.090 1.087 -1.338
N -0.413 2.479 -1.923
H -0.208 1.785 2.049
H 1.030 1.992 0.739
H 1.948 -0.159 1.698
H 0.396 -0.512 2.469
H 0.846 -1.080 -0.651
H 0.988 -2.257 0.629
H -1.491 0.611 0.122
H 0.935 0.689 -1.536
H -0.645 0.293 -1.917
H 0.163 3.182 -1.363
H -1.458 2.682 -1.705
H -1.028 -2.813 -0.620
H -0.361 -3.860 0.348
O -0.669 -3.715 -0.545
*
```



Model x:
Formula: C4H13N2O2
Source: the Open Molecules 2025 dataset
Level of theory: ωB97M-V/def2-TZVPD

Summary:
- orbital gap (alpha / beta) (eV) = 3.9 / 6.2
- LUMO level (alpha / beta) (eV) = 6.68 / 6.64

Geometry as ORCA input:
```
! RIJCOSX wB97M-V def2-TZVPD def2/J DEFGRID3
* xyz -2 2
C 0.036 0.474 0.330
N -0.756 -0.680 -0.099
C -1.674 -1.089 0.969
O -1.218 -1.362 2.253
C 0.363 1.413 -0.924
C 1.318 0.613 -1.883
N 0.295 2.956 -1.335
H 0.951 0.169 0.848
H -0.562 1.129 0.990
H -0.225 -1.535 -0.235
H -2.168 -2.013 0.551
H -2.495 -0.347 1.013
H -0.637 1.195 -1.446
H 1.945 1.426 -2.252
H 1.977 -0.066 -1.305
H 0.743 -0.045 -2.521
H -0.707 3.189 -1.443
H 1.119 2.304 -0.349
H 0.758 -3.157 2.755
H 0.004 -1.986 2.061
O 0.934 -2.586 2.021
*
```



Relative to the most stable one, in eV, the structures come out at model w 0.000; model x 2.191.